Record 1
A cluster of 2 separate species, C5H7NO2 in total, computed with ωB97M-V with the def2-TZVPD basis set.

As for the net charge: 0. The value obtained for the LUMO energy (alpha / beta) is 0.82 / -3.84 eV. Its expectation value of S² is 2.006. As for the multiplicity: 3. For the HOMO energy (alpha / beta), the calculation gives -4.85 / -11.89 eV. The value obtained for the max |F| is 17.02 eV Å⁻¹. The HOMO-LUMO gap (alpha / beta) is 5.67 / 8.04 eV.

CARTESIAN COORDINATES (ANGSTROEM)
C  1.6758  -1.3025  -0.1343
C  2.6663  0.8493  0.1655
C  0.3520  -0.7628  -0.2750
C  0.2656  0.5835  -1.0095
C  -0.3962  -0.8553  1.1335
N  2.7135  -1.7521  -0.0488
O  2.4434  0.6498  1.2824
O  3.0195  1.1224  -0.9013
H  -0.1458  -1.4758  -0.9068
H  0.2431  1.4171  -0.3517
H  -0.6956  0.7074  -1.3957
H  0.9761  0.8710  -1.6889
H  -0.4662  -1.8009  1.5398
H  -1.4328  -0.4597  0.8930
H  0.0555  -0.1857  1.8632



Record 2
A structure of composition C3H3Br3, computed with ωB97M-V with the def2-TZVPD basis set.

As for the net charge: 0. The value obtained for the LUMO energy (alpha / beta) is -1.03 / -1.34 eV. For the HOMO energy (alpha / beta), the calculation gives -9.46 / -9.07 eV. The value obtained for the max |F| is 3.02 eV Å⁻¹. The HOMO-LUMO gap (alpha / beta) is 8.43 / 7.73 eV.

CARTESIAN COORDINATES (ANGSTROEM)
C  -0.7630  -0.3499  0.4359
C  -1.0964  0.1666  -0.6797
C  1.8526  0.2508  0.2062
Br  -3.0524  0.4606  -1.1015
Br  1.5647  2.0511  -0.2917
Br  2.5566  -0.7925  -1.2800
H  -1.3600  -0.9461  1.0695
H  -0.4735  0.6305  -1.3861
H  2.2919  -0.1407  1.0761



Record 3
A cluster of 7 separate species, C17H38N6O17S in total, computed with ωB97M-V with the def2-TZVPD basis set.

As for the net charge: 0. The value obtained for the LUMO energy is -0.16 eV. Its SMILES is CC[C@@H]1CS(=O)(=O)OC[C@@H]1CCCOC(C)=O.C[N+](=O)[O-].C[N+](=O)[O-].C[N+](=O)[O-].C[N+](=O)[O-].C[N+](=O)[O-].C[N+](=O)[O-]. For the HOMO energy, the calculation gives -10.31 eV. The value obtained for the max |F| is 2.65 eV Å⁻¹. The HOMO-LUMO gap is 10.15 eV.

CARTESIAN COORDINATES (ANGSTROEM)
C  -1.4306  1.5053  1.2101
C  -0.5594  0.6613  0.2873
C  -0.1028  1.3091  -1.0285
C  -0.8553  2.5741  -1.4838
S  -1.8275  2.4685  -3.0022
O  -2.9500  3.3428  -2.9314
O  -0.9034  2.7554  -4.0640
O  -2.3256  0.9768  -3.2010
C  -1.6484  -0.0291  -2.4088
C  -0.1895  0.2746  -2.1657
C  0.5750  -1.0160  -1.8497
C  0.9288  -1.7859  -3.1159
C  2.0279  -1.1488  -3.9195
O  3.2921  -1.2416  -3.2294
C  4.3270  -1.4749  -4.1133
C  4.9899  -0.2445  -4.6632
O  4.6540  -2.6146  -4.4400
H  -1.1408  2.5492  1.2818
H  -1.5040  1.0390  2.1816
H  -2.4424  1.5042  0.8164
H  0.3346  0.3931  0.8444
H  -1.0701  -0.2799  0.1395
H  0.9470  1.5627  -0.9383
H  -1.5017  3.0315  -0.7448
H  -0.1310  3.3235  -1.7662
H  -1.7304  -0.9602  -2.9534
H  -2.2114  -0.1597  -1.4894
H  0.2790  0.7023  -3.0454
H  1.4532  -0.8325  -1.2430
H  -0.1041  -1.6630  -1.2982
H  0.0655  -1.8617  -3.7703
H  1.2329  -2.8001  -2.8766
H  2.1002  -1.6759  -4.8680
H  1.8356  -0.1054  -4.1618
H  6.0322  -0.1996  -4.3748
H  4.9564  -0.3386  -5.7400
H  4.4851  0.6499  -4.3322
C  2.7199  4.4969  -4.6067
N  3.5217  3.3266  -5.0565
O  3.0748  2.2203  -4.8369
O  4.5687  3.5563  -5.6155
H  1.8171  4.1309  -4.1326
H  3.3332  5.0613  -3.9110
H  2.4884  5.0880  -5.4869
C  -3.5627  -1.8060  3.1737
N  -3.7035  -0.9193  1.9876
O  -4.0401  0.2301  2.1636
O  -3.4618  -1.4058  0.8985
H  -3.8061  -1.2371  4.0610
H  -4.2451  -2.6324  3.0381
H  -2.5380  -2.1491  3.2000
C  0.8308  3.3572  4.0673
N  1.2826  2.0441  3.5316
O  0.6841  1.0547  3.8887
O  2.2207  2.0593  2.7658
H  -0.0096  3.1863  4.7288
H  1.6689  3.7966  4.5989
H  0.5455  3.9721  3.2196
C  -8.2425  -3.4820  3.9196
N  -7.0977  -2.6902  4.4473
O  -5.9842  -3.1682  4.3499
O  -7.3530  -1.6180  4.9388
H  -7.8598  -4.4100  3.5133
H  -8.9194  -3.6637  4.7483
H  -8.7232  -2.8841  3.1518
C  6.1748  -0.7760  -1.2352
N  7.0806  0.1829  -0.5449
O  8.2371  -0.1417  -0.3907
O  6.5923  1.2309  -0.1840
H  6.7433  -1.6596  -1.4995
H  5.3705  -1.0194  -0.5484
H  5.7913  -0.2784  -2.1177
C  -2.1031  -3.7134  7.4121
N  -2.2246  -2.8132  6.2341
O  -2.5513  -1.6653  6.4298
O  -1.9850  -3.2985  5.1483
H  -2.3449  -3.1462  8.3024
H  -2.7987  -4.5337  7.2658
H  -1.0798  -4.0743  7.4398